[1]
This record from OMol25 describes a 2-piece molecular cluster, C5H10BrN2O2 overall at a distorted geometry. The level of theory is the ωB97M-V functional and the def2-TZVPD basis.

Geometry (Å):
1 C 0.2788 -0.5948 0.0627
2 C 1.2485 0.8968 -1.2072
3 C -0.2067 -0.5466 2.4349
4 C -1.1893 -0.8141 -1.8650
5 C 0.8591 -0.6102 1.3200
6 N 0.7357 2.0318 -0.9516
7 N -0.7216 -1.0923 -0.4945
8 O -0.5357 1.9820 -0.3792
9 O 1.2294 3.1027 -1.2163
10 Br 2.9025 0.1896 -1.5241
11 H -0.7238 0.4742 2.4745
12 H -0.9764 -1.2776 2.0516
13 H 0.0390 -0.7537 3.4534
14 H -1.9764 -1.5411 -2.0518
15 H -1.4591 0.1647 -1.9511
16 H -0.3291 -1.1016 -2.5773
17 H 1.5651 0.1788 1.4484
18 H 1.2880 -1.6117 1.5085
19 H -1.1104 -1.9867 -0.1125
20 H -0.9178 2.9098 -0.4234

Its expectation value of S² is 2.025. Its LUMO energy (alpha / beta) is -3.56 / -6.49 eV. For the orbital gap (alpha / beta), the calculation gives 7.151 / 7.011 eV. The net charge is +1. The energy relative to the best compared isomer or geometry (same formula, charge and spin) is 14.4 kcal per mole. As for the spin multiplicity: 3.

Here are the Mulliken charges for atoms 1 to 6, given in e: number 1, C, carries 0.299; number 2, C, carries -0.067; number 3, C, carries -1.079; number 4, C, carries -0.777; number 5, C, carries -0.402; number 6, N, carries 0.731



[2]
This record from OMol25 describes C34H24NO7PdTe as an isolated structure. The level of theory is the ωB97M-V functional and the def2-TZVPD basis.

Geometry (Å):
1 Pd -0.0374 0.0393 -0.7185
2 O -3.8986 -5.0347 -1.1416
3 C -3.1649 -4.0873 -1.0041
4 C -2.2768 -3.8138 0.1944
5 O -2.2523 -4.4569 1.2164
6 C -1.4867 -2.5951 -0.1461
7 C -2.0975 -1.9730 -1.3271
8 O -1.8752 -0.8051 -1.6921
9 C -2.9644 -2.9636 -1.9965
10 O -3.3936 -2.9347 -3.1310
11 O -0.4603 -2.1889 0.3959
12 C 3.3594 5.7076 2.4787
13 C 2.4034 4.6482 1.9826
14 C 1.0295 4.7566 2.1689
15 C 0.1412 3.7824 1.7490
16 C -1.3039 3.9368 2.0428
17 O -2.0392 3.0163 2.3342
18 C -1.9032 5.3265 1.9939
19 C -1.4175 6.3595 1.1959
20 C -2.0595 7.5900 1.1722
21 C -3.1969 7.8031 1.9360
22 C -3.7025 6.7706 2.7156
23 C -3.0613 5.5444 2.7395
24 C 0.6190 2.5602 1.1072
25 O -0.1983 1.6805 0.7525
26 C 2.0579 2.4777 0.8943
27 C 2.8773 3.5162 1.3513
28 C 2.6907 1.3320 0.2525
29 N 2.0445 0.2689 -0.0848
30 C 2.6811 -0.8421 -0.7823
31 C 2.8041 -0.5859 -2.2824
32 Te 0.8973 -0.2805 -3.3022
33 C 0.8042 1.8691 -3.0914
34 C 1.9091 2.6251 -3.4588
35 C 1.9130 4.0008 -3.2561
36 C 0.8062 4.6250 -2.7049
37 C -0.3231 3.8778 -2.3997
38 C -0.3351 2.5045 -2.5982
39 C 4.1682 1.4298 -0.0202
40 C 5.0882 0.6185 0.6367
41 C 6.4346 0.6705 0.3037
42 C 6.8792 1.5470 -0.6740
43 C 5.9727 2.3858 -1.3074
44 C 4.6266 2.3277 -0.9815
45 H 2.8187 6.5258 2.9547
46 H 3.9509 6.1192 1.6573
47 H 4.0592 5.2919 3.2080
48 H 0.6444 5.6128 2.7125
49 H -0.5479 6.1945 0.5736
50 H -1.6702 8.3853 0.5480
51 H -3.6935 8.7653 1.9127
52 H -4.6033 6.9229 3.2974
53 H -3.4498 4.7243 3.3284
54 H 3.9498 3.4275 1.2254
55 H 2.0590 -1.7176 -0.5972
56 H 3.6834 -1.0565 -0.4022
57 H 3.2667 -1.4461 -2.7663
58 H 3.4119 0.2972 -2.4747
59 H 2.7736 2.1380 -3.8951
60 H 2.7882 4.5804 -3.5282
61 H 0.8180 5.6933 -2.5267
62 H -1.1989 4.3624 -1.9854
63 H -1.2346 1.9452 -2.3818
64 H 4.7500 -0.0426 1.4252
65 H 7.1394 0.0240 0.8119
66 H 7.9294 1.5822 -0.9357
67 H 6.3165 3.0931 -2.0523
68 H 3.9126 2.9820 -1.4616

Its expectation value of S² is 2.028. Its LUMO energy (alpha / beta) is 2.04 / 0.67 eV. For the orbital gap (alpha / beta), the calculation gives 6.589 / 5.297 eV. The net charge is -1. As for the spin multiplicity: 3.

Here are the Mulliken charges for atoms 1 to 6, given in e: number 1, Pd, carries 0.468; number 2, O, carries -0.580; number 3, C, carries 0.545; number 4, C, carries -0.085; number 5, O, carries -0.574; number 6, C, carries 0.825



[3]
This record from OMol25 describes C24H14AsAuBF9OS as an isolated structure at a distorted geometry. The level of theory is the ωB97M-V functional and the def2-TZVPD basis.

Geometry (Å):
1 Au -0.3398 -2.1807 -1.4941
2 S 1.4276 -3.1231 -0.4447
3 C 2.3871 -1.9996 0.4684
4 C 3.7926 -1.9908 0.4112
5 C 4.4803 -0.9822 1.0763
6 C 3.7645 0.0535 1.6983
7 C 2.4107 0.0829 1.6971
8 C 1.6702 -0.9181 1.0823
9 As -0.2540 -0.9542 0.8442
10 C -0.7902 -1.8668 2.4865
11 C -1.8129 -2.7806 2.4165
12 C -2.1417 -3.5130 3.5732
13 C -1.4068 -3.3678 4.7593
14 C -0.4468 -2.3905 4.8134
15 C -0.2226 -1.5878 3.7262
16 C -0.6183 0.9892 1.0064
17 C -1.4913 1.4592 1.9878
18 C -1.6000 2.8895 2.1376
19 C -0.8020 3.7687 1.3958
20 C 0.1133 3.2016 0.4847
21 C 0.0764 1.8522 0.1614
22 H 4.3553 -2.7780 -0.1633
23 H 5.6002 -0.9734 1.1447
24 H 4.2798 0.7440 2.3131
25 H 1.8830 0.7688 2.2920
26 H -2.2806 -3.1096 1.4921
27 H -2.9711 -4.1962 3.4620
28 H -1.6667 -3.9562 5.6040
29 H 0.2089 -2.2823 5.7065
30 H 0.6053 -0.8999 3.7115
31 H -2.1011 0.8689 2.6608
32 H -2.3588 3.2313 2.8220
33 H -0.9001 4.8474 1.5674
34 H 0.9245 3.8511 0.1193
35 H 0.6046 1.5891 -0.7253
36 F -1.0919 3.4980 -6.3909
37 C -0.6268 2.6858 -5.4754
38 C -0.6273 1.2742 -5.7023
39 F -1.0905 0.8381 -6.8682
40 C -0.0265 0.3822 -4.8231
41 F 0.0824 -0.9307 -5.0775
42 C 0.4754 0.7922 -3.5494
43 O 0.9019 0.0886 -2.6159
44 C 0.7060 2.2341 -3.5459
45 F 1.5253 2.7342 -2.6022
46 C 0.0764 3.1366 -4.3322
47 F 0.2369 4.4927 -4.0713
48 F -4.0011 -1.0330 -3.2021
49 B -3.0473 -1.1162 -2.1734
50 F -3.2092 -2.0663 -1.2185
51 F -2.8346 0.2088 -1.6844
52 F -1.8287 -1.5662 -2.9619

Its expectation value of S² is 2.054. Its LUMO energy (alpha / beta) is 0.02 / -2.97 eV. For the orbital gap (alpha / beta), the calculation gives 8.324 / 5.429 eV. The energy relative to the best compared isomer or geometry (same formula, charge and spin) is 0.0 kcal per mole. As for the spin multiplicity: 3.

Here are the Mulliken charges for atoms 1 to 6, given in e: number 1, Au, carries 0.536; number 2, S, carries -0.439; number 3, C, carries 0.576; number 4, C, carries -0.582; number 5, C, carries -0.359; number 6, C, carries -0.851



[4]
This record from OMol25 describes a 2-piece molecular cluster, CH5N4O2 overall at a distorted geometry. The level of theory is the ωB97M-V functional and the def2-TZVPD basis.

Geometry (Å):
1 C 0.7158 0.0878 0.1658
2 N -2.2313 0.8040 -0.1952
3 N 1.2446 1.1618 0.6935
4 N 1.0192 -0.4213 -1.0478
5 N -0.4060 -0.3979 0.7418
6 O -0.9020 -1.5894 0.2340
7 O -2.9956 -0.0208 -0.1725
8 H 2.0294 1.7632 0.3324
9 H 0.9589 1.3739 1.6412
10 H 1.8479 -0.0391 -1.4565
11 H 0.3990 -0.9920 -1.7476
12 H -1.6801 -1.7301 0.8108

Its LUMO energy (alpha / beta) is -4.93 / -6.38 eV. For the orbital gap (alpha / beta), the calculation gives 9.200 / 6.703 eV. The net charge is +1. The energy relative to the best compared isomer or geometry (same formula, charge and spin) is 56.3 kcal per mole.

Here are the Mulliken charges for atoms 1 to 6, given in e: number 1, C, carries 0.822; number 2, N, carries 0.375; number 3, N, carries -0.357; number 4, N, carries -0.402; number 5, N, carries -0.459; number 6, O, carries -0.314



[5]
This record from OMol25 describes C2H2O4Pb as an isolated structure at a distorted geometry. The level of theory is the ωB97M-V functional and the def2-TZVPD basis.

Geometry (Å):
1 C 0.9470 -1.0816 -0.1503
2 O 1.7516 -0.0912 -0.3789
3 H 1.1909 -1.7476 0.6933
4 H 0.4945 -1.5981 -1.0155
5 O -2.5141 0.2538 -0.0937
6 C -1.4006 0.7177 0.1133
7 O -0.9793 1.8910 -0.2429
8 O -0.4433 -0.0003 0.7712
9 Pb 0.9532 1.6563 0.3035

Its LUMO energy is -0.58 eV. For the orbital gap, the calculation gives 9.056 eV.

Here are the Mulliken charges for atoms 1 to 6, given in e: number 1, C, carries 0.190; number 2, O, carries -0.542; number 3, H, carries 0.195; number 4, H, carries 0.249; number 5, O, carries -0.587; number 6, C, carries 0.779



[6]
This record from OMol25 describes C26H21AuN2O3Si as an isolated structure. The level of theory is the ωB97M-V functional and the def2-TZVPD basis.

Geometry (Å):
1 Au -0.1028 0.0181 -0.4500
2 O 0.7293 4.1535 1.8191
3 C 0.8329 3.6085 3.0467
4 C 1.2803 4.4374 4.0748
5 C 1.4365 3.9349 5.3495
6 C 1.1464 2.5988 5.6372
7 C 0.6802 1.7870 4.6271
8 C 0.5098 2.2723 3.3238
9 C 0.0078 1.3783 2.2663
10 O 0.0892 1.7228 1.0567
11 N -0.5877 0.2273 2.7026
12 N -0.9114 -0.5589 1.7100
13 C -1.4752 -1.7252 1.9358
14 C -2.2253 -2.4208 0.9755
15 C -2.5777 -3.7728 1.2445
16 C -3.2701 -4.5055 0.3340
17 C -3.6560 -3.9108 -0.9021
18 C -3.3508 -2.6200 -1.2004
19 C -2.6443 -1.8002 -0.2592
20 O -2.4278 -0.5724 -0.4964
21 H 0.5303 3.4282 1.1964
22 H 1.5096 5.4687 3.8390
23 H 1.7926 4.5899 6.1357
24 H 1.2784 2.2084 6.6369
25 H 0.4236 0.7555 4.8257
26 H -1.3248 -2.1611 2.9232
27 H -2.2701 -4.2171 2.1844
28 H -3.5224 -5.5362 0.5420
29 H -4.2111 -4.5042 -1.6196
30 H -3.6505 -2.1606 -2.1332
31 C 5.2606 -2.0410 -1.8392
32 C 4.4774 -2.9562 -2.5337
33 C 3.0939 -2.8698 -2.4722
34 C 2.4672 -1.8721 -1.7144
35 C 3.2718 -0.9619 -1.0257
36 C 4.6597 -1.0437 -1.0863
37 Si 0.6055 -1.8169 -1.6929
38 C -0.0669 -1.6633 -3.4160
39 C 0.3606 -0.6258 -4.2551
40 C -0.1574 -0.4812 -5.5338
41 C -1.1162 -1.3757 -5.9973
42 C -1.5501 -2.4136 -5.1846
43 C -1.0295 -2.5535 -3.9023
44 H 6.3408 -2.1060 -1.8883
45 H 4.9462 -3.7340 -3.1238
46 H 2.4969 -3.5874 -3.0272
47 H 2.8113 -0.1783 -0.4328
48 H 5.2679 -0.3290 -0.5457
49 H 0.0549 -3.0677 -1.1081
50 H 1.1141 0.0744 -3.9069
51 H 0.1843 0.3257 -6.1702
52 H -1.5230 -1.2631 -6.9949
53 H -2.2912 -3.1146 -5.5495
54 H -1.3755 -3.3667 -3.2735

Its expectation value of S² is 2.054. Its LUMO energy (alpha / beta) is -0.41 / -2.42 eV. For the orbital gap (alpha / beta), the calculation gives 7.274 / 5.956 eV. The energy relative to the best compared isomer or geometry (same formula, charge and spin) is 6.6 kcal per mole. As for the spin multiplicity: 3.

Here are the Mulliken charges for atoms 1 to 6, given in e: number 1, Au, carries 0.520; number 2, O, carries -0.663; number 3, C, carries 0.303; number 4, C, carries -0.717; number 5, C, carries -0.272; number 6, C, carries -0.814



- Number 1 is which compound?
  C5H10BrN2O2